{"formula": "C6H15N", "method": "ωB97M-V with the def2-TZVPD basis set", "largest_force_ev_per_a": 1.355, "lumo_energy_ev": 1.1137, "e_above_lowest_kcal_mol": 10.06, "homo_ev": -9.21, "elements": ["C", "C", "C", "C", "C", "C", "N", "H", "H", "H", "H", "H", "H", "H", "H", "H", "H", "H", "H", "H", "H", "H"], "xyz": [[1.79653, 1.45008, -1.40786], [0.71232, 0.36590, -1.63624], [0.79489, -0.80272, -0.66464], [0.44398, -0.44944, 0.76986], [-0.99366, 0.01783, 1.02420], [-2.05059, -0.75552, 0.20774], [-1.38019, -0.06317, 2.42830], [1.39052, 2.31423, -0.89039], [2.14767, 1.79986, -2.37439], [2.66721, 1.05357, -0.89091], [0.87284, 0.00181, -2.65506], [-0.25910, 0.81778, -1.51246], [1.79449, -1.27432, -0.64508], [0.19696, -1.63678, -1.04860], [1.11984, 0.35776, 1.05736], [0.69891, -1.25851, 1.46129], [-1.09119, 1.07285, 0.74212], [-1.87620, -0.69108, -0.85851], [-1.98640, -1.79961, 0.52856], [-3.01214, -0.38125, 0.50874], [-1.01346, 0.72421, 2.95513], [-0.97322, -0.86348, 2.90082]], "atomic_forces_ev_per_a": [[-0.4, -0.2, -0.3], [1.2, 0.0, 0.2], [0.4, -1.1, -0.1], [0.1, 0.4, 0.0], [-0.4, -0.2, -0.5], [1.0, -0.2, 0.9], [0.2, 0.4, 0.7], [0.2, 0.1, 0.3], [0.1, 0.2, -0.1], [0.0, 0.0, 0.2], [-0.5, -0.1, 0.1], [-0.4, 0.1, -0.4], [0.0, 0.6, -0.2], [-0.4, 0.2, 0.2], [0.1, 0.2, 0.2], [-0.2, -0.2, -0.2], [0.1, 0.0, 0.0], [-0.2, 0.0, -0.2], [-0.1, -0.1, -0.2], [-0.5, 0.1, -0.2], [-0.1, 0.1, -0.2], [-0.1, -0.2, -0.3]]}

---

{"formula": "C25H70Cl10O26P6", "method": "ωB97M-V with the def2-TZVPD basis set", "largest_force_ev_per_a": 4.233, "lumo_energy_ev": -0.0112, "homo_ev": -10.20, "elements": ["C", "O", "P", "O", "O", "C", "O", "C", "H", "H", "H", "H", "H", "H", "H", "H", "H", "C", "O", "P", "O", "O", "C", "O", "C", "H", "H", "H", "H", "H", "H", "H", "H", "H", "C", "O", "P", "O", "O", "C", "O", "C", "H", "H", "H", "H", "H", "H", "H", "H", "H", "C", "O", "P", "O", "O", "C", "O", "C", "H", "H", "H", "H", "H", "H", "H", "H", "H", "C", "O", "P", "O", "O", "C", "O", "C", "H", "H", "H", "H", "H", "H", "H", "H", "H", "C", "O", "P", "O", "O", "C", "O", "C", "H", "H", "H", "H", "H", "H", "H", "H", "H", "Cl", "C", "Cl", "H", "H", "Cl", "C", "Cl", "H", "H", "Cl", "C", "Cl", "H", "H", "Cl", "C", "Cl", "H", "H", "Cl", "C", "Cl", "H", "H", "O", "C", "C", "O", "H", "H", "H", "H", "H", "H"], "xyz": [[-7.46998, 2.02095, 2.51089], [-6.93496, 2.16295, 3.78408], [-5.91275, 1.02035, 4.34345], [-4.79561, 0.58316, 3.43377], [-5.42066, 1.62236, 5.75396], [-4.24760, 1.18186, 6.39766], [-6.98521, -0.23841, 4.70958], [-6.51458, -1.26001, 5.60155], [-7.08593, 2.79473, 1.84616], [-8.55938, 2.03330, 2.54478], [-7.22375, 1.02121, 2.15312], [-4.52512, 0.59364, 7.27234], [-3.62684, 2.04038, 6.65399], [-3.63672, 0.54208, 5.76079], [-7.22350, -1.41806, 6.41430], [-5.56270, -1.06324, 6.09481], [-6.52964, -2.24844, 5.14233], [-1.25356, 1.07236, -6.40906], [-1.98531, 2.30692, -6.57691], [-2.74886, 2.58170, -7.94493], [-3.86822, 1.68398, -8.21316], [-1.64105, 2.54805, -9.14116], [-2.16265, 2.89045, -10.45398], [-3.11360, 4.14071, -7.81138], [-4.21606, 4.55233, -6.96746], [-0.46293, 1.26519, -5.68393], [-0.82624, 0.74033, -7.35523], [-1.82010, 0.26368, -5.94735], [-3.12896, 3.39443, -10.43587], [-2.25145, 2.00010, -11.07647], [-1.50271, 3.58941, -10.96782], [-4.86787, 5.13338, -7.61985], [-3.79498, 5.12476, -6.14096], [-4.77935, 3.74227, -6.50420], [6.41800, -3.13570, 1.53327], [6.84297, -2.51581, 0.27132], [6.38137, -1.01843, -0.10163], [4.88979, -0.82231, -0.13399], [7.18787, -0.65804, -1.51320], [8.60292, -0.59479, -1.49003], [7.19603, -0.04916, 0.98190], [6.90515, 1.31561, 0.96362], [7.30236, -3.55840, 2.01005], [5.70404, -3.94647, 1.38830], [5.93480, -2.41102, 2.18861], [8.92937, 0.44492, -1.46686], [8.91221, -0.98664, -2.45899], [9.05692, -1.08480, -0.62871], [6.05302, 1.68180, 1.53624], [6.60019, 1.65149, -0.02748], [7.74997, 1.86574, 1.37804], [-1.33072, -9.01242, 4.69768], [0.05045, -8.79182, 4.35880], [0.64957, -8.79315, 2.80738], [1.01300, -10.15983, 2.20907], [-0.51970, -7.91768, 2.05286], [-0.45046, -7.79315, 0.67271], [1.86875, -7.75441, 2.94153], [2.89230, -8.04984, 3.88222], [-1.83177, -8.04969, 4.79876], [-1.29690, -9.47249, 5.68524], [-1.86018, -9.63428, 3.97584], [0.00442, -6.83554, 0.41940], [-1.39026, -7.73857, 0.12326], [0.17971, -8.55198, 0.20886], [3.32453, -9.03776, 3.72311], [2.57719, -8.01752, 4.92517], [3.77169, -7.40919, 3.81638], [0.70442, 5.25626, -3.66686], [1.31939, 5.15363, -4.99461], [2.91819, 5.20480, -5.17994], [3.64668, 6.16221, -4.28895], [3.46483, 3.66638, -5.08342], [3.20283, 2.91636, -3.91310], [3.13354, 5.52639, -6.74681], [2.48887, 4.68715, -7.70142], [0.11371, 6.17207, -3.68817], [1.42038, 5.35774, -2.85126], [0.03231, 4.41978, -3.47540], [2.14051, 2.82651, -3.68614], [3.73041, 3.44510, -3.11925], [3.65063, 1.92930, -4.02839], [1.57327, 5.12781, -8.09589], [2.37304, 3.63423, -7.44446], [3.18384, 4.65412, -8.54048], [2.52680, 1.79237, 5.61709], [2.04799, 2.46809, 6.78144], [2.75153, 3.90240, 7.18964], [2.61981, 4.39136, 8.55457], [4.33288, 3.60951, 6.85896], [5.31874, 4.57761, 6.56805], [2.21333, 4.94340, 6.02915], [1.89720, 6.33890, 6.25821], [2.64066, 0.73060, 5.83569], [3.42932, 2.12762, 5.10605], [1.82091, 1.88001, 4.79118], [6.26322, 4.57220, 7.11213], [4.96985, 5.60146, 6.70262], [5.52579, 4.38059, 5.51619], [2.73187, 7.03093, 6.14634], [1.55750, 6.47908, 7.28439], [1.15316, 6.68606, 5.54128], [-2.47041, 4.57180, 3.75307], [-1.79330, 3.81348, 2.26453], [-2.76665, 4.24008, 0.88580], [-0.79960, 4.22689, 2.09209], [-1.67581, 2.73832, 2.39990], [-5.08416, 0.97397, -2.91588], [-6.43451, 0.53649, -4.06280], [-8.03631, 0.98611, -3.36484], [-6.30482, 1.11760, -4.97581], [-6.41243, -0.50072, -4.39717], [-0.54445, -5.50809, -4.63470], [1.15525, -5.75102, -5.12837], [1.19817, -5.75227, -6.93380], [1.93238, -5.03845, -4.85196], [1.45454, -6.74854, -4.80664], [-2.39903, -4.05609, 5.02295], [-1.68620, -3.80870, 3.39497], [0.08068, -3.72897, 3.55107], [-1.91357, -4.69763, 2.80659], [-2.05350, -2.86845, 2.98373], [-7.95531, -3.28581, -0.39777], [-6.35514, -2.74228, 0.39523], [-4.96916, -3.49034, -0.40630], [-6.25071, -1.65733, 0.40517], [-6.43679, -3.00001, 1.45117], [0.70880, -0.16060, 0.63384], [-0.24377, -0.19745, -0.44717], [-0.22666, -1.62078, -1.06874], [0.97804, -1.78955, -1.80127], [1.53305, -0.58511, 0.38484], [-1.26053, 0.01004, -0.11363], [0.11889, 0.54150, -1.16168], [-1.04755, -1.66243, -1.78463], [-0.26131, -2.37574, -0.28329], [1.68414, -1.95996, -1.17359]], "atomic_forces_ev_per_a": [[-0.5, -1.0, -1.3], [1.9, -1.0, 2.8], [-0.1, -1.1, -0.6], [-1.9, 0.7, 1.4], [-1.6, 0.0, -1.6], [1.0, -0.5, 0.1], [1.7, 1.8, -0.1], [-0.6, -0.6, 0.5], [0.0, -0.1, 0.0], [0.0, 0.4, 0.2], [0.1, 0.1, -0.6], [0.0, 0.3, 0.2], [-0.3, 0.0, 0.2], [-0.1, 0.0, -0.2], [-0.3, 0.6, 0.1], [0.1, 0.1, -0.5], [0.5, 0.2, -0.6], [0.4, -0.1, 0.4], [0.4, -0.3, -0.6], [0.3, 0.5, -0.6], [-0.4, -0.1, 0.1], [-0.9, 0.7, 0.8], [0.0, 0.0, -0.4], [0.2, -1.1, 0.1], [0.3, 0.1, -0.1], [0.1, 0.3, -0.3], [0.0, 0.0, 0.1], [-0.6, 0.2, -0.3], [-0.1, -0.2, 0.4], [0.0, -0.1, 0.3], [0.4, -0.1, 0.4], [0.0, 0.1, 0.4], [-0.1, 0.3, -0.2], [0.1, -0.3, -0.4], [0.1, 0.3, -0.1], [-0.2, 0.9, 0.3], [-0.4, 0.9, -0.3], [2.7, -0.1, -0.2], [-2.2, -0.9, 2.4], [0.6, 0.5, -0.4], [-1.0, -2.4, -0.7], [-0.6, 1.8, -0.2], [0.0, 0.3, -0.1], [0.1, 0.1, -0.6], [0.2, 0.1, 0.0], [-0.2, 0.2, 0.1], [0.3, -0.3, 0.3], [-0.1, -0.3, -0.3], [-0.3, -0.9, 0.6], [0.7, 0.1, -0.3], [0.2, -0.1, -0.5], [0.3, 0.2, 0.2], [0.9, 0.0, -2.3], [-0.8, -2.0, 0.5], [-1.1, 3.8, 1.5], [0.9, -1.3, 1.9], [0.9, 0.9, -2.2], [-0.7, -0.3, 0.0], [1.2, -0.9, 0.7], [0.0, 0.0, -0.2], [-0.2, -0.2, -0.2], [0.2, -0.1, 0.1], [0.3, 0.2, 0.1], [-0.5, -0.5, 0.8], [-0.2, -0.2, 0.1], [-0.3, -0.3, -0.2], [-0.5, 0.2, -0.2], [-0.5, 0.6, -0.6], [0.0, 0.7, -0.4], [0.6, -0.5, 0.6], [1.5, 0.8, 0.5], [-1.3, -1.5, -1.2], [-1.0, 1.2, -1.1], [0.6, 0.2, 0.6], [-0.7, -0.7, 1.9], [0.6, -0.1, -1.6], [0.0, -0.1, 0.0], [0.2, -0.1, -0.3], [0.2, -0.1, -0.3], [0.0, 0.0, -0.1], [-0.2, -0.3, 0.5], [-0.1, 0.1, -0.1], [-0.1, 0.0, 0.5], [-0.2, 0.2, 0.7], [0.0, 0.1, -0.1], [-0.4, -0.8, -1.4], [1.7, 2.3, 0.4], [1.0, 0.0, -1.5], [-0.8, -0.1, 0.1], [-1.6, -0.6, 0.7], [-0.2, 0.8, -1.2], [0.6, -0.7, 0.7], [0.0, 0.1, 0.7], [0.0, 0.1, 0.3], [0.4, 0.4, 1.0], [-0.6, 0.0, 0.3], [-0.3, -1.0, 0.5], [-0.3, 0.0, -0.2], [0.4, 0.6, -0.1], [0.5, -0.5, -0.2], [-0.3, -0.1, -0.1], [-0.2, -0.6, 0.1], [0.3, -0.5, -0.4], [0.7, 0.4, 0.7], [-0.3, -0.2, -0.5], [-0.2, 0.1, 0.2], [-0.5, 0.1, 0.0], [-0.9, -0.6, -0.8], [0.0, 0.8, -0.1], [0.8, -0.4, -0.3], [0.1, 0.3, 0.4], [0.0, -0.1, 0.8], [0.9, 0.3, 0.3], [-0.1, -0.7, -1.1], [0.2, -0.1, 0.4], [-0.8, 0.3, 0.5], [-0.2, 0.2, 0.0], [-0.1, 0.1, -0.4], [0.2, -0.3, 0.6], [-0.1, 0.1, -0.2], [-0.1, 0.4, 0.0], [0.0, -0.3, 0.0], [1.5, 0.7, 0.7], [-1.1, -0.1, 0.0], [-0.3, 0.2, 0.3], [-0.2, -0.1, -0.7], [0.2, -0.6, -0.3], [-1.0, 0.3, 0.6], [1.3, -1.5, 0.1], [0.4, 1.6, -0.2], [0.1, -0.2, -0.2], [0.0, 0.1, -0.3], [0.3, 0.3, 0.5], [-0.5, -0.1, -0.4], [0.0, -0.5, 0.1], [-0.5, 0.0, 0.1], [0.2, -0.1, -0.1]]}